119
Properties=species:S:1:pos:R:3 method="wB97M-V/def2-TZVPD" charge=0 e_above_lowest_kcal_mol=61.6 homo_ev="-6.96 / -7.01" homo_lumo_gap_ev="6.0 / 5.8" multiplicity=3 largest_force_ha_per_bohr=0.066 energy_ha=-6108.1376
Se 15.574 9.264 15.205
V 16.264 10.042 12.777
S 18.312 5.348 12.880
O 14.286 10.242 12.518
O 16.307 11.745 13.752
O 18.172 9.567 13.172
N 20.107 3.760 11.749
N 18.531 10.980 11.304
N 17.234 10.843 11.087
N 16.104 8.521 11.247
N 19.123 5.321 10.330
C 22.968 10.682 13.415
C 20.864 9.532 13.696
C 22.187 9.696 14.023
C 11.374 10.209 18.315
C 13.767 9.941 14.879
C 13.508 10.413 13.603
C 21.198 11.244 11.968
C 11.556 10.534 15.801
C 11.257 10.984 14.494
C 16.466 13.409 16.982
C 21.462 1.858 10.941
C 16.121 11.052 17.315
C 20.388 3.517 9.459
C 10.618 12.687 12.376
C 12.677 12.105 11.230
C 22.568 11.357 12.317
C 15.847 7.227 11.292
C 10.334 12.240 17.002
C 12.160 10.986 13.446
C 19.423 5.340 7.969
C 16.603 13.296 15.585
C 16.111 10.945 15.933
C 18.952 10.274 12.368
C 15.282 6.577 10.234
C 16.624 14.541 14.750
C 15.839 9.246 10.090
C 10.943 10.332 11.387
C 19.215 4.835 11.570
C 12.776 9.948 15.916
C 16.936 14.390 13.222
C 16.309 12.356 17.853
C 10.654 10.757 17.024
C 16.351 12.004 15.041
C 17.674 15.536 15.309
C 11.599 11.526 12.099
C 9.345 10.005 16.832
C 16.385 11.333 20.212
C 15.108 8.621 8.972
C 16.564 12.604 19.366
C 19.673 4.716 9.316
C 20.374 10.326 12.665
C 16.207 11.300 8.734
C 18.025 13.093 19.545
C 20.567 3.037 10.704
C 15.159 15.139 14.810
C 15.670 13.752 19.955
C 16.499 10.518 10.008
C 14.801 7.286 9.085
H 8.539 10.274 17.618
H 14.574 13.536 19.857
H 17.529 16.549 14.890
H 15.831 13.900 21.050
H 20.872 1.007 11.280
H 23.293 11.951 11.739
H 9.419 8.928 17.062
H 15.755 10.281 17.992
H 10.997 13.449 13.108
H 15.093 5.485 10.253
H 15.474 10.776 19.908
H 22.678 9.080 14.774
H 10.004 10.012 11.942
H 20.363 5.779 7.588
H 20.201 8.847 14.207
H 14.859 15.481 15.805
H 13.306 12.783 11.780
H 16.395 14.383 17.359
H 10.598 10.685 10.392
H 13.087 9.584 16.875
H 12.198 12.688 10.403
H 20.823 2.945 8.670
H 16.161 6.694 12.187
H 13.363 11.301 10.924
H 11.831 9.260 18.146
H 17.746 13.710 13.050
H 12.137 10.927 18.611
H 10.284 11.464 14.309
H 16.389 11.629 21.268
H 14.256 6.749 8.303
H 15.099 9.147 8.031
H 16.581 10.687 7.895
H 15.071 16.003 14.136
H 20.901 11.655 10.949
H 18.251 14.074 19.035
H 16.089 14.080 12.552
H 17.285 15.363 12.758
H 10.714 10.061 19.165
H 19.023 4.598 7.266
H 18.768 12.411 19.023
H 14.449 14.366 14.406
H 24.011 10.784 13.788
H 18.640 6.065 8.150
H 22.212 2.051 11.749
H 18.367 13.295 20.600
H 18.720 15.253 15.135
H 9.468 12.488 17.635
H 15.157 11.361 8.503
H 20.124 3.410 12.692
H 9.604 12.411 12.668
H 11.671 9.500 11.257
H 10.414 13.326 11.502
H 21.947 1.648 9.964
H 16.699 12.326 8.615
H 11.203 12.743 17.431
H 8.850 10.220 15.860
H 10.323 12.665 15.971
H 15.839 14.706 19.515
H 17.213 10.562 20.185
H 17.439 15.652 16.443

41
Properties=species:S:1:pos:R:3 method="wB97M-V/def2-TZVPD" charge=0 e_above_lowest_kcal_mol=0.0 homo_ev=-8.21 homo_lumo_gap_ev=8.8 largest_force_ha_per_bohr=0.012 energy_ha=-1007.3121
O -5.380 2.863 -0.374
O -3.998 -2.623 0.505
N -2.706 -0.163 -0.515
N -0.170 -0.672 -0.382
N -3.247 2.097 -0.362
N -1.053 1.504 -0.322
N 1.170 1.232 -0.155
C -4.354 -1.913 -0.663
C 3.457 1.110 0.607
C 4.995 -0.485 -0.386
C 2.714 -0.367 -1.151
C 2.438 0.640 -0.233
C -4.765 -2.268 1.629
C -4.027 -0.439 -0.576
C 4.714 0.538 0.512
C -2.331 1.093 -0.403
C -4.992 0.519 -0.531
C 3.977 -0.927 -1.219
C 3.183 2.212 1.587
C 6.365 -1.087 -0.440
C -4.629 1.909 -0.422
C -0.048 0.656 -0.298
H 5.501 0.897 1.160
H 3.007 3.154 1.067
H 4.032 2.348 2.252
H -4.428 -2.907 2.444
H -3.763 -2.368 -1.462
H 1.947 -0.690 -1.838
H 1.131 2.226 0.018
H 6.560 -1.660 0.466
H -1.144 -0.995 -0.403
H 2.303 1.986 2.186
H 4.172 -1.708 -1.939
H 7.123 -0.308 -0.509
H 6.466 -1.750 -1.295
H -6.041 0.279 -0.579
H -5.424 -2.042 -0.878
H -5.833 -2.439 1.448
H -4.620 -1.218 1.905
H -2.904 3.046 -0.283
H 0.601 -1.280 -0.166

59
Properties=species:S:1:pos:R:3 method="wB97M-V/def2-TZVPD" charge=-1 homo_ev=-3.60 homo_lumo_gap_ev=6.1 largest_force_ha_per_bohr=0.030 energy_ha=-2199.2972
Nb 0.044 1.128 -2.258
Cl -4.841 0.190 -2.650
S 2.031 2.451 -1.466
P -1.504 3.202 -2.401
F -0.591 0.851 -0.367
O -2.372 3.413 -0.980
O -4.471 1.734 3.031
O 4.724 -3.885 0.106
O 0.933 -1.898 -1.137
C -3.388 1.664 2.109
C -1.474 -0.217 -3.235
C 3.721 -3.494 1.027
C -4.170 2.314 4.280
C 2.641 -1.045 -2.778
C -2.883 3.128 -3.597
C -3.421 0.000 -1.570
C -3.691 3.755 4.200
C -2.208 0.842 2.596
C 6.461 -4.387 1.779
C -2.371 -0.884 -2.195
C 6.057 -3.654 0.510
C 3.742 -2.016 1.380
B 1.298 -0.843 -1.981
H -3.066 2.672 1.826
H 3.681 -1.408 0.476
H 5.910 -4.030 2.651
H -0.920 -1.006 -3.743
H 3.145 -1.958 -2.464
H -1.461 0.766 1.806
H 2.897 -1.772 2.025
H 2.451 -1.087 -3.849
H -2.905 -1.718 -2.655
H -3.823 -0.443 -0.667
H 3.306 -0.199 -2.620
H -3.440 1.704 4.827
H -2.042 0.276 -4.022
H -2.732 3.839 3.690
H 3.781 -4.103 1.939
H 4.654 -1.734 1.910
H -3.774 2.713 -3.142
H 6.250 -2.579 0.614
H -1.730 1.293 3.469
H 0.707 1.321 -3.948
H 6.664 -4.004 -0.325
H 2.782 -3.744 0.536
H -1.897 2.939 -0.290
H 1.059 -1.708 -0.209
H -2.532 -0.162 2.874
H -5.105 2.269 4.842
H -4.414 4.366 3.659
H 6.274 -5.457 1.677
H 2.386 3.145 -2.538
H -3.569 4.162 5.205
H -2.578 2.520 -4.442
H -3.052 0.991 -1.341
H 7.523 -4.235 1.974
H -3.812 1.211 1.215
H -1.764 -1.311 -1.400
H -3.121 4.124 -3.963

29
Properties=species:S:1:pos:R:3 method="wB97M-V/def2-TZVPD" charge=-1 e_above_lowest_kcal_mol=109.8 homo_ev=-3.35 homo_lumo_gap_ev=6.0 largest_force_ha_per_bohr=0.147 energy_ha=-1524.1212
S -0.477 -0.967 -1.896
P -3.839 -1.228 -0.612
F 3.663 0.147 -0.783
O 4.892 -0.120 1.069
O 4.249 1.741 2.180
O -1.360 1.672 -2.037
O 5.936 0.445 3.019
N -0.214 1.299 0.209
N -0.669 2.619 0.167
C -1.050 -2.323 -0.739
C -2.281 -1.911 0.263
C -0.637 0.735 -1.130
C 3.540 1.710 0.957
C -1.379 2.881 -1.173
C 5.099 0.670 2.161
C 3.638 0.276 0.563
H -2.622 -2.921 0.801
H -3.342 -1.602 -1.918
H 2.505 2.033 1.096
H -4.553 -2.500 -0.458
H -1.894 3.898 -1.476
H -3.324 0.117 -0.703
H -0.111 -2.604 -0.057
H -1.316 -3.291 -1.343
H 4.024 2.381 0.240
H -4.352 -0.859 0.715
H 2.853 -0.360 0.984
H -1.918 -1.209 1.158
H -5.061 -0.729 -1.257

14
Properties=species:S:1:pos:R:3 method="wB97M-V/def2-TZVPD" charge=0 e_above_lowest_kcal_mol=101.0 homo_ev=-8.02 homo_lumo_gap_ev=9.0 largest_force_ha_per_bohr=0.009 energy_ha=-270.3970
O -0.277 0.933 0.898
C -0.494 -0.269 -1.160
C -1.259 0.464 -0.051
C 0.115 -0.441 1.799
C 0.980 0.143 0.747
C 0.955 -0.444 -0.651
H -1.930 -0.213 0.485
H -0.940 -1.243 -1.377
H 1.872 0.742 0.972
H -0.503 0.337 -2.069
H 1.228 -1.503 -0.615
H -1.793 1.349 -0.402
H 1.651 0.083 -1.316
H 0.396 0.063 2.740

15
Properties=species:S:1:pos:R:3 method="wB97M-V/def2-TZVPD" charge=0 e_above_lowest_kcal_mol=57.6 homo_ev="-9.12 / -9.12" homo_lumo_gap_ev="8.9 / 8.9" largest_force_ha_per_bohr=0.122 energy_ha=-834.2040
S -1.291 -0.019 0.146
O -1.723 -0.827 1.269
O -1.509 1.389 0.347
O 1.174 1.831 -0.202
O 0.947 -1.808 0.517
N -2.135 -0.538 -1.226
C 1.051 -0.571 -0.080
C 1.532 0.765 0.497
H 0.556 -1.749 1.459
H 2.660 0.726 0.407
H 1.324 0.907 1.525
H -1.986 -0.020 -2.052
H 0.861 -0.616 -1.057
H 0.164 1.931 -0.150
H -1.625 -1.399 -1.400

56
Properties=species:S:1:pos:R:3 method="wB97M-V/def2-TZVPD" charge=-2 e_above_lowest_kcal_mol=7.7 homo_ev="-1.19 / -1.20" homo_lumo_gap_ev="5.4 / 5.4" multiplicity=5 largest_force_ha_per_bohr=0.014 energy_ha=-12350.6923
Sb 2.208 0.277 2.816
Se 3.203 0.314 0.484
Se -0.217 0.947 2.495
Se 3.256 2.056 4.178
Se 2.260 -2.028 3.646
Fe 0.542 0.367 0.112
O 0.299 -1.548 -2.575
O 0.477 -1.531 -0.336
O 0.800 -7.683 -1.030
O -2.406 -0.383 -0.579
O 1.400 -6.429 0.806
N 1.749 3.298 0.490
N 0.079 4.600 -0.459
N 0.174 2.241 -0.783
C -2.730 -0.875 0.483
C -3.661 -0.145 1.423
C 0.439 -2.093 -1.484
C -0.984 2.307 -1.670
C 0.645 3.347 -0.262
C 2.229 4.331 1.385
C 1.071 -7.730 0.369
C 0.353 5.651 0.507
C 1.830 5.690 0.850
C 0.988 -5.584 -0.209
C -1.211 4.675 -1.112
C -2.232 -2.223 0.933
C 0.227 -5.764 -2.488
C -1.222 3.686 -2.257
C 0.947 -4.213 -0.208
C 0.635 -6.339 -1.311
C 0.184 -4.367 -2.512
C 0.526 -3.607 -1.402
H 0.174 -8.084 0.897
H -1.345 5.704 -1.458
H 3.311 4.222 1.458
H -0.236 5.500 1.424
H 1.233 -3.620 0.654
H 0.028 6.594 0.059
H -0.437 3.955 -2.969
H -4.103 0.719 0.929
H -0.118 -3.835 -3.404
H -1.159 -2.160 1.122
H -0.039 -6.365 -3.347
H 2.401 5.932 -0.051
H -3.061 0.183 2.277
H -0.849 1.564 -2.458
H 2.021 6.463 1.597
H 1.837 4.163 2.394
H -2.730 -2.554 1.844
H -2.030 4.452 -0.412
H -2.379 -2.947 0.129
H -2.181 3.701 -2.781
H 2.206 2.379 0.573
H -1.879 2.001 -1.125
H 1.914 -8.399 0.549
H -4.437 -0.814 1.803

9
Properties=species:S:1:pos:R:3 method="wB97M-V/def2-TZVPD" charge=0 e_above_lowest_kcal_mol=44.1 homo_ev=-8.91 homo_lumo_gap_ev=8.4 smiles=ISc1ncco1 largest_force_ha_per_bohr=0.090 energy_ha=-941.3156
I 0.830 -2.815 2.344
S 1.272 -2.589 0.090
O -0.361 -0.068 0.681
N 0.479 0.067 -1.337
C -0.275 1.224 -1.053
C -0.764 1.107 0.220
C 0.380 -0.586 -0.267
H -0.342 2.079 -1.640
H -1.219 1.582 0.963

119
Properties=species:S:1:pos:R:3 method="wB97M-V/def2-TZVPD" charge=+1 e_above_lowest_kcal_mol=8.1 homo_ev=-10.53 homo_lumo_gap_ev=7.6 largest_force_ha_per_bohr=0.050 energy_ha=-3462.4130
Ti -0.689 -1.394 -0.059
S 0.138 -2.818 -3.727
O -1.300 0.330 -1.208
O 0.892 -1.011 -0.701
O -1.930 -0.907 1.041
O -2.723 -3.692 -2.573
N 0.522 -1.639 1.941
N -1.180 -3.492 0.567
N 1.605 -4.942 -3.004
N 0.293 -5.265 -4.745
N -1.824 -1.773 -1.695
C 1.906 -1.173 1.767
C -2.534 -2.498 -2.631
C 5.185 3.521 0.658
C -1.883 0.264 1.677
C -5.281 1.646 1.696
C 2.806 2.126 -0.647
C 2.511 -4.200 -2.172
C 2.206 1.018 -1.239
C -4.479 -0.212 0.302
C 3.035 2.275 0.717
C -4.136 1.207 0.767
C -2.508 2.511 2.144
C 2.279 0.852 -2.755
C 2.029 0.110 0.993
C -0.471 -4.453 -0.289
C 2.704 -0.586 -3.062
C 3.840 3.544 2.754
C -3.100 -1.549 -3.677
C -1.183 4.105 3.554
C 1.665 0.038 -0.370
C 2.693 1.200 1.526
C -0.114 -0.844 3.016
C -0.974 5.114 2.416
C 3.756 3.516 1.225
C -2.418 4.505 4.372
C 0.912 -6.558 -4.562
C 1.990 -6.250 -3.509
C 3.020 4.778 0.752
C 0.918 1.131 -3.394
C 0.689 -4.368 -3.825
C -2.814 1.305 1.524
C 3.316 1.783 -3.394
C -0.817 -3.697 1.977
C -2.622 -3.775 0.466
C 0.526 -3.061 2.313
C -4.053 2.135 -0.452
C -1.398 2.725 2.951
C -1.847 -0.467 -1.987
C -0.567 1.637 3.195
C -2.594 -0.172 -3.264
C -0.809 0.423 2.578
C 0.038 4.161 4.473
H 3.477 1.483 -4.429
H 2.968 2.812 -3.407
H 5.178 3.610 -0.425
H 2.799 -0.727 -4.136
H -0.787 -4.773 2.211
H 4.269 1.727 -2.876
H 0.610 -4.339 -0.178
H 0.573 2.130 -3.132
H 2.988 4.836 -0.334
H -0.058 3.465 5.303
H 2.992 -6.205 -3.952
H -5.424 -0.199 -0.241
H -4.188 -1.635 -3.673
H 1.998 4.784 1.127
H -0.751 -4.282 -1.331
H -3.716 -0.623 -0.357
H -0.522 -5.123 -5.318
H -5.273 1.052 2.608
H 0.948 3.940 3.920
H -0.139 4.810 1.789
H -5.209 2.694 1.970
H 0.134 5.163 4.884
H -2.741 -1.860 -4.657
H 2.787 -4.806 -1.308
H -3.184 1.876 -1.057
H -3.191 -2.995 0.976
H -3.948 3.172 -0.144
H 1.953 -1.274 -2.693
H 3.530 5.666 1.119
H -0.759 6.095 2.833
H 3.420 -3.934 -2.720
H 5.702 2.602 0.927
H 0.190 -7.297 -4.196
H 2.000 -6.983 -2.699
H -1.907 0.247 -4.001
H 1.333 -6.917 -5.504
H 3.659 -0.812 -2.589
H -3.388 0.556 -3.091
H -2.254 5.474 4.837
H 2.965 1.175 2.569
H 2.016 -3.284 -1.844
H -1.598 -3.241 2.593
H 0.270 1.711 3.870
H 2.444 -1.937 1.189
H -4.954 2.050 -1.056
H 3.159 2.912 -1.292
H -4.597 -0.871 1.161
H 0.728 -3.189 3.387
H 0.633 -0.604 3.787
H 0.201 0.398 -3.033
H 5.747 4.362 1.061
H -1.856 5.196 1.788
H -0.748 -5.483 -0.024
H 1.323 -3.574 1.767
H 2.401 -1.063 2.743
H -2.608 3.773 5.153
H -2.848 -4.748 0.923
H 0.986 1.050 -4.479
H 4.493 2.756 3.123
H 2.856 3.424 3.199
H -2.927 -3.819 -0.577
H -3.305 4.579 3.750
H -0.890 -1.465 3.484
H -3.188 3.332 1.995
H 4.245 4.497 3.085
H -6.239 1.495 1.201